{"formula": "C7H10O", "method": "ωB97M-V/def2-TZVPD", "gap_ev": 10.11, "homo_ha": -0.3329, "e_above_lowest_kj_mol": 179.4, "spin_multiplicity": 1, "species": ["C", "C", "C", "C", "C", "C", "C", "H", "H", "H", "H", "H", "H", "H", "H", "H", "H", "O"], "xyz": [[-2.00693, -0.86491, -0.07327], [-0.49449, -0.62286, -0.02052], [0.06683, 0.12118, 1.17301], [1.61019, 0.03902, 0.77476], [1.55053, 0.32108, -0.78416], [0.06947, 0.42647, -0.95108], [-0.44747, 1.30755, 0.15965], [-2.48908, -0.18535, 0.59972], [-2.30996, -0.59974, -1.09029], [-2.24070, -1.82706, 0.21034], [0.00441, -1.54992, -0.16340], [-0.15492, 0.09215, 2.24551], [2.13132, -0.90598, 1.01484], [2.24865, 0.81895, 1.26660], [1.94133, -0.58276, -1.31810], [1.99583, 1.29403, -1.19828], [-0.22955, 0.54069, -2.02811], [-1.24547, 2.17746, 0.18277]], "forces_ev_per_angstrom": [[1.2, 2.5, -1.0], [-1.5, -2.5, 0.2], [1.9, 2.0, -1.1], [0.6, 1.7, 0.5], [0.8, 0.0, 0.1], [-0.5, 0.7, -1.8], [1.4, -0.6, 0.7], [-0.5, 0.4, 0.3], [-0.5, -0.5, 0.2], [-0.6, -2.2, 0.3], [0.5, -1.1, -0.2], [-0.4, -0.3, -0.6], [-0.7, 0.2, -0.2], [-0.8, -0.5, -0.2], [-0.2, 1.0, 0.1], [0.0, -1.6, 0.9], [-0.3, -0.1, 1.2], [-0.6, 0.9, 0.4]]}